No. 1
2 unconnected molecules or ions with the total composition CH6N2S2 in a non-equilibrium geometry, computed with wB97M-V/def2-TZVPD.

Positions of all 11 atoms, in Å:
H 2.053 -2.525 0.747
N 1.380 -1.828 1.181
C 1.682 -1.308 2.347
N 0.974 -0.405 3.083
H 2.753 -1.399 2.669
H 0.019 -0.228 2.728
H 1.031 -0.563 4.045
S 0.139 0.540 -1.657
S -2.076 1.058 -1.613
H 0.167 0.303 -0.341
H -1.595 2.323 -1.454

Its energy above the lowest of the compared OMol25 structures with the same formula, charge and spin is 22.6 kcal per mole. The lowest unoccupied orbital energy comes out at -0.219 eV. The total energy comes out at -947.541960 hartree. As for the SMILES: [H]/N=C/N.SS. For the orbital gap, the calculation gives 9.188 eV.



No. 2
2 unconnected molecules or ions with the total composition C6H10O in a non-equilibrium geometry, computed with wB97M-V/def2-TZVPD.

Positions of all 17 atoms, in Å:
C 1.274 -1.528 0.002
C -0.235 -1.420 0.065
C -0.958 -0.643 1.109
C -0.846 0.035 -0.199
C 0.116 1.155 -0.180
C -0.254 2.317 -1.088
O -1.300 2.437 -1.692
H 1.594 -2.536 0.284
H 1.759 -0.829 0.688
H 1.634 -1.336 -1.015
H -0.717 -2.327 -0.337
H -1.950 -1.063 1.344
H -0.276 0.198 1.832
H -1.763 0.258 -0.748
H 1.179 0.941 -0.253
H 0.220 1.240 1.354
H 0.522 3.101 -1.166

Its energy above the lowest of the compared OMol25 structures with the same formula, charge and spin is 90.1 kcal per mole. The lowest unoccupied orbital energy comes out at 0.182 eV. The total energy comes out at -309.698801 hartree. For the orbital gap, the calculation gives 9.916 eV.



No. 3
2 unconnected molecules or ions with the total composition C9H13NO in a non-equilibrium geometry, computed with wB97M-V/def2-TZVPD.

Positions of all 24 atoms, in Å:
C -2.945 -0.245 -0.002
C -1.666 -0.756 -0.699
C -0.912 -1.725 -0.203
C 0.218 -2.073 -0.918
C 0.605 -1.511 -2.071
C -0.144 -0.367 -2.482
C -1.277 0.076 -1.786
H -3.091 0.816 -0.211
H -2.772 -0.604 1.141
H -3.865 -0.773 -0.455
H -1.115 -2.316 0.719
H 0.951 -2.847 -0.420
H 1.734 -1.532 -2.382
H 0.209 0.302 -3.266
H -1.933 0.764 -2.243
C 2.171 0.903 2.580
C 2.116 1.895 1.431
N 0.896 1.740 0.656
O 3.037 2.640 1.050
H 2.801 -0.013 2.249
H 1.229 0.770 3.081
H 2.896 1.265 3.367
H 0.676 2.419 -0.009
H 0.180 1.171 0.872

Its energy above the lowest of the compared OMol25 structures with the same formula, charge and spin is 46.6 kcal per mole. The lowest unoccupied orbital energy comes out at 0.685 eV. The total energy comes out at -480.683080 hartree. As for the SMILES: Cc1ccccc1.CC(N)=O. For the orbital gap, the calculation gives 10.125 eV.



Q: What is the formula in the second record?
A: C6H10O